146
Properties=species:S:1:pos:R:3:forces:R:3:mulliken_charge:R:1 method="wB97M-V/def2-TZVPD" orbital_gap_ev=7.245 homo_energy_ev=-10.158 charge=+1 max_force_ev_per_a=1.89 relative_energy_ev=1.461
C 4.202281 0.041303 1.547376 -1.5 0.0 -0.6 -0.6633
C 3.956224 1.066620 0.416221 0.8 -0.1 -0.2 -0.1788
C 2.941492 0.602328 -0.655891 0.9 1.1 0.1 -0.9999
N 1.643157 0.108021 -0.148590 0.7 -0.3 -0.1 -0.4348
N 0.658674 1.085592 -0.054538 -0.3 -1.1 -1.2 1.3311
C -0.320299 1.140462 -1.060649 -0.3 1.2 1.4 -0.9066
C -1.146110 2.153805 -0.676671 -0.5 0.4 -1.7 -0.1890
C -2.379924 2.579136 -1.446640 -0.7 -0.4 1.0 0.1672
C -3.659359 2.472548 -0.552074 0.5 -0.5 0.0 -1.3799
C -3.858606 1.036410 0.007106 -1.7 -0.2 -0.4 2.9418
C -4.662607 0.156578 -1.035093 0.4 -0.3 0.5 -1.6776
C -4.683482 1.074813 1.325993 0.1 0.1 0.7 -1.3637
C -4.132163 0.157574 2.452914 -0.6 -1.1 1.4 -0.6650
C -3.770861 -1.256180 1.978259 1.1 1.0 0.6 -0.5726
C -2.461548 -1.516527 1.730494 -0.6 -0.9 -0.4 0.8630
C -2.099120 -2.329854 0.469600 0.3 0.1 1.0 -0.8749
C -1.310629 -1.019763 2.607078 -0.6 1.2 -1.2 -0.9872
N -0.685100 2.715070 0.517591 0.7 -1.1 -0.4 1.1526
B -1.267434 3.864981 1.273781 -0.5 1.4 0.3 0.4193
C -1.533518 3.914379 2.830694 0.7 -0.8 -0.1 -0.9069
O -1.549932 4.981515 0.511938 -0.5 -1.4 -0.3 -0.4871
C 0.417727 1.999547 0.865285 0.2 1.4 1.2 -1.0137
S 1.366216 2.262147 2.336641 0.1 -0.4 0.0 0.0417
H 3.300366 0.006840 2.191683 0.6 0.0 0.1 0.2430
H 4.244900 -0.961259 1.075075 0.5 0.3 0.4 -0.2562
H 5.084556 0.242342 2.164939 -0.3 -0.1 -0.3 0.4041
H 4.922477 1.193960 -0.110715 -0.5 0.1 0.0 0.3389
H 3.701776 2.073939 0.769927 0.1 -0.5 0.1 -0.1524
H 3.463268 -0.117589 -1.308734 -0.7 -0.1 0.3 0.5960
H 2.731708 1.487542 -1.288192 -0.1 -0.5 0.1 0.4939
H 1.722017 -0.440564 0.702934 -0.1 0.3 0.1 -0.0001
H -0.376204 0.506639 -1.940585 0.3 0.0 0.5 0.4826
H -2.523264 1.815320 -2.231965 0.2 0.6 0.0 0.4081
H -2.312685 3.588878 -1.870730 0.2 -0.4 0.0 -0.3939
H -4.525238 2.741748 -1.182498 0.3 0.0 0.4 0.5571
H -3.638890 3.170221 0.306149 0.2 0.0 -0.4 0.2773
H -2.914867 0.493478 0.178993 -0.1 0.6 0.1 -1.3866
H -5.082529 0.767485 -1.849252 0.3 -0.3 0.1 0.4352
H -4.012543 -0.658409 -1.403385 -0.4 0.5 -0.3 0.1763
H -5.517103 -0.346249 -0.550770 0.4 0.2 -0.2 0.2863
H -4.705445 2.102396 1.746253 0.1 -0.4 -0.2 0.3846
H -5.746683 0.812833 1.182027 0.5 0.1 -0.3 0.4181
H -3.272681 0.644965 2.950389 -0.2 -0.2 -0.4 0.1972
H -4.891770 0.047214 3.256492 0.2 0.5 -0.4 0.4601
H -4.536953 -2.040526 1.883302 0.1 0.7 -1.1 0.5725
H -2.663281 -3.270279 0.364941 0.3 0.2 0.1 0.3895
H -1.006926 -2.497407 0.465722 -0.4 -0.3 -0.2 0.0746
H -2.353607 -1.700324 -0.401291 0.2 -0.3 0.3 0.0144
H -0.720959 -0.260018 2.041840 0.2 -0.5 0.4 0.0039
H -0.667959 -1.866734 2.893193 -0.2 0.4 -0.1 0.3302
H -1.694795 -0.493741 3.494590 0.3 -0.5 -0.2 0.4540
H -0.887839 4.691908 3.284105 -0.5 -0.1 -0.3 0.2939
H -2.592117 4.140910 3.052201 0.5 -0.1 0.0 0.3758
H -1.216040 2.970002 3.306606 -0.5 0.3 0.0 0.2975
H -2.448876 5.276498 0.719430 0.4 0.6 0.2 0.3474
H 1.471853 3.621237 2.389173 -0.3 -0.5 -0.6 0.1565
C 3.480608 -3.303245 4.113971 0.1 0.1 0.0 -1.0690
C 2.254932 -2.537806 4.572069 0.1 -0.3 -0.3 -0.0364
O 1.855245 -1.588123 3.577081 -0.1 0.3 0.0 -0.2787
H 4.306966 -2.618401 3.914705 0.0 0.0 0.1 0.2312
H 3.795190 -4.024076 4.869498 0.0 0.0 0.0 0.4198
H 3.276044 -3.838932 3.182019 0.0 -0.1 0.1 0.2309
H 2.468322 -1.989543 5.487495 -0.1 0.1 -0.1 0.3191
H 1.420539 -3.217872 4.764949 0.1 0.0 0.2 0.0734
H 1.658380 -2.080982 2.773488 0.1 -0.1 0.1 0.0367
C -9.396167 -0.717108 -2.804893 0.0 0.1 0.0 -1.1360
C -8.128798 -1.318742 -2.228060 -0.4 -0.1 0.2 -0.0865
O -8.065791 -1.111990 -0.817999 0.3 0.1 0.0 -0.5059
H -9.440511 0.352590 -2.594610 0.1 0.0 0.0 0.3023
H -9.444001 -0.865744 -3.884862 0.0 0.0 0.0 0.3243
H -10.280377 -1.170487 -2.350487 0.0 -0.1 -0.1 0.3320
H -7.248695 -0.849594 -2.668128 0.1 0.0 0.1 0.2456
H -8.084518 -2.393725 -2.429842 0.1 0.0 -0.2 0.2659
H -8.836939 -1.535097 -0.426767 0.0 0.0 0.0 0.2954
C 4.221532 5.404599 -1.467428 -0.1 -0.1 -0.1 -1.2420
C 3.960825 4.768717 -0.115476 0.5 0.2 -0.1 0.3138
O 5.017560 3.881129 0.241711 -0.1 0.0 0.1 -0.4644
H 4.323227 4.637392 -2.236530 -0.1 0.0 0.0 0.3078
H 3.409585 6.077901 -1.747375 0.0 0.0 0.0 0.3438
H 5.155335 5.970727 -1.453136 -0.1 0.1 0.0 0.3646
H 3.036434 4.185812 -0.139928 0.1 -0.1 0.1 -0.0796
H 3.865944 5.535861 0.660838 -0.2 0.0 0.0 0.2661
H 5.831712 4.395252 0.273641 0.0 0.0 0.0 0.2958
C -0.024377 0.095245 -4.966218 -0.1 0.1 0.0 -0.9764
C 1.346618 0.496330 -5.474520 -0.1 -0.2 0.4 0.0366
O 2.034737 1.278221 -4.495202 0.0 0.2 0.0 -0.4703
H -0.617238 0.981924 -4.728116 0.0 0.0 -0.1 0.0854
H -0.560911 -0.497933 -5.707589 0.0 0.0 0.1 0.4504
H 0.063918 -0.491529 -4.045397 0.0 -0.1 -0.1 0.2478
H 1.256504 1.096502 -6.378002 0.1 0.1 0.1 0.3497
H 1.949001 -0.384986 -5.705229 -0.1 0.0 -0.1 0.0921
H 2.121628 0.737988 -3.703016 0.1 0.0 -0.1 0.1882
C -5.243153 -3.366537 5.389032 0.0 0.0 0.0 -0.7031
C -5.589381 -4.580119 4.546191 0.4 0.1 0.1 -0.2978
O -5.012842 -4.472982 3.246743 -0.2 0.0 -0.1 -0.4728
H -5.600687 -2.453977 4.908413 -0.1 0.0 0.0 0.1425
H -5.689225 -3.439094 6.382421 0.0 0.0 0.0 0.3745
H -4.159409 -3.268598 5.498530 0.0 -0.1 0.1 0.1346
H -6.668141 -4.663238 4.420916 0.0 0.0 -0.1 0.3028
H -5.225168 -5.496965 5.020509 -0.1 0.0 0.1 0.2680
H -4.058287 -4.409674 3.356968 0.0 0.0 0.0 0.2573
C -1.058052 5.283505 -4.650724 0.0 -0.1 0.0 -0.8146
C -2.419957 5.952405 -4.668157 0.3 0.0 0.3 -0.2690
O -3.267309 5.399103 -3.661229 -0.2 -0.1 0.0 -0.4704
H -1.158624 4.208615 -4.813096 0.0 0.0 -0.1 0.1219
H -0.408495 5.696205 -5.423869 0.0 0.0 0.0 0.4032
H -0.573745 5.418135 -3.678943 0.0 0.1 0.0 0.2129
H -2.908889 5.798936 -5.628897 -0.1 0.0 0.1 0.3046
H -2.324451 7.028955 -4.497403 0.0 0.0 -0.2 0.2800
H -2.838850 5.546668 -2.811995 0.0 0.1 0.0 0.2027
C 4.711607 -0.071409 -8.863465 0.0 0.0 0.0 -1.1858
C 3.489430 -0.201103 -7.974497 0.2 -0.3 -0.4 -0.0457
O 2.322069 -0.447963 -8.754185 -0.2 0.2 0.2 -0.5267
H 4.576880 0.740260 -9.579610 0.0 0.0 0.1 0.3107
H 5.607302 0.125803 -8.271958 0.0 0.0 0.0 0.3295
H 4.868403 -0.985891 -9.440750 0.1 0.0 0.1 0.3481
H 3.324637 0.719741 -7.417345 -0.1 0.0 0.0 0.2723
H 3.613799 -1.021082 -7.258449 0.1 0.1 0.1 0.2279
H 2.462252 -1.267298 -9.239672 0.0 0.0 0.0 0.2902
C 3.173950 -4.507000 -0.302594 0.0 -0.1 0.0 -1.1523
C 4.277293 -3.536674 -0.679161 -0.4 0.1 0.2 0.2166
O 3.816252 -2.602519 -1.657485 0.2 0.0 -0.1 -0.4932
H 2.824146 -5.047834 -1.182834 0.1 0.0 0.0 0.3311
H 3.523027 -5.228464 0.437937 0.0 0.0 0.0 0.3792
H 2.312023 -3.972033 0.108958 0.0 0.0 0.1 0.1219
H 5.125117 -4.068861 -1.107930 0.0 0.1 -0.1 0.4117
H 4.625404 -2.985929 0.201186 0.1 -0.1 0.0 -0.0988
H 3.071792 -2.126036 -1.275878 -0.1 -0.1 0.0 0.2898
C 7.816147 -1.197682 -0.675979 -0.1 0.1 -0.1 -0.9417
C 7.727749 -0.671628 0.744728 0.3 -0.4 -0.1 -0.0212
O 7.316259 -1.706978 1.635201 -0.2 0.2 0.1 -0.4806
H 6.850246 -1.593492 -0.997236 0.0 0.1 0.0 0.1158
H 8.121222 -0.410401 -1.367678 0.0 0.0 0.0 0.3294
H 8.536048 -2.017156 -0.740090 0.1 0.1 0.0 0.4073
H 6.993369 0.131068 0.809514 0.0 -0.1 0.1 -0.0065
H 8.695038 -0.281178 1.076334 0.0 0.1 -0.1 0.3309
H 7.970102 -2.411904 1.585413 0.0 0.0 0.0 0.2898
C -0.977805 -4.037416 7.345157 0.0 0.0 -0.1 -0.9220
C 0.269102 -4.356412 8.149954 -0.1 0.4 0.0 -0.4008
O 1.334953 -3.474798 7.802672 0.1 -0.1 -0.1 -0.4737
H -0.773234 -4.121085 6.275807 0.0 -0.1 0.0 0.2015
H -1.793750 -4.715429 7.601508 0.0 0.0 0.0 0.3844
H -1.305205 -3.010934 7.530300 -0.1 0.0 0.1 0.3363
H 0.604734 -5.372623 7.947219 0.1 0.1 0.0 0.2922
H 0.070352 -4.265810 9.222192 -0.1 -0.2 0.0 0.3013
H 1.042745 -2.577227 7.991983 0.0 0.0 0.0 0.2849